{"formula": "C10H20CaCl4Li2O14PbS3", "method": "wB97M-V/def2-TZVPD", "symbols": ["Pb", "Li", "Li", "Ca", "O", "C", "C", "O", "H", "H", "H", "H", "C", "C", "O", "S", "O", "O", "O", "H", "H", "H", "H", "C", "C", "O", "S", "O", "O", "O", "H", "H", "H", "H", "C", "C", "O", "S", "O", "O", "O", "H", "H", "H", "H", "C", "Cl", "Cl", "H", "H", "C", "Cl", "Cl", "H", "H"], "positions_angstrom": [[-19.835, -23.527, -26.866], [-18.033, -26.027, -28.464], [-16.944, -22.832, -28.866], [-19.478, -27.692, -24.912], [-19.025, -25.371, -25.081], [-17.729, -24.790, -24.841], [-16.805, -24.630, -26.078], [-17.221, -24.279, -27.381], [-17.224, -25.219, -23.975], [-18.006, -23.815, -24.441], [-16.385, -25.632, -26.165], [-15.886, -24.095, -25.839], [-12.752, -22.777, -26.281], [-12.247, -21.824, -27.278], [-12.553, -22.343, -28.505], [-12.802, -24.001, -28.478], [-11.758, -24.720, -29.237], [-14.192, -24.382, -28.512], [-12.401, -23.991, -26.884], [-13.810, -22.720, -26.021], [-12.242, -22.725, -25.319], [-11.202, -21.544, -27.141], [-12.903, -20.955, -27.231], [-20.705, -20.931, -22.630], [-19.825, -21.467, -23.726], [-20.457, -22.659, -24.095], [-21.142, -23.462, -22.858], [-20.136, -24.063, -22.028], [-22.336, -24.174, -23.245], [-21.517, -21.979, -22.227], [-21.479, -20.222, -22.922], [-20.168, -20.558, -21.757], [-18.785, -21.683, -23.483], [-19.844, -20.847, -24.623], [-15.362, -22.660, -22.267], [-15.727, -21.328, -21.511], [-14.443, -20.581, -21.541], [-13.229, -21.271, -22.445], [-12.269, -21.892, -21.545], [-12.706, -20.410, -23.535], [-14.281, -22.329, -23.083], [-16.186, -23.012, -22.887], [-15.047, -23.526, -21.685], [-16.055, -21.664, -20.527], [-16.459, -20.682, -21.996], [-13.576, -26.925, -25.153], [-15.023, -27.839, -24.626], [-12.370, -28.034, -25.728], [-13.860, -26.186, -25.902], [-13.249, -26.349, -24.288], [-16.880, -25.699, -20.127], [-15.324, -26.522, -19.845], [-16.802, -24.060, -19.488], [-17.185, -25.647, -21.172], [-17.705, -26.239, -19.663]], "forces_ev_per_angstrom": [[0.6, -0.9, 0.8], [0.7, 0.8, 0.3], [0.8, -0.5, 0.7], [0.3, 2.0, 0.5], [0.1, -2.2, -1.2], [-1.3, 2.0, -0.2], [1.5, -2.0, 0.3], [-2.8, 0.6, -0.9], [0.5, -0.6, -0.4], [0.2, 0.6, 0.0], [0.1, -0.6, -0.2], [-0.3, 0.6, 0.5], [0.4, -0.5, 1.6], [-0.8, 3.0, 1.5], [-1.1, -3.0, -3.7], [4.5, 0.2, 1.5], [-3.5, 2.1, 1.9], [-0.1, 0.7, -0.8], [-0.3, -2.6, -1.1], [-0.3, 0.0, -0.5], [0.2, 0.0, -0.2], [0.0, -0.3, -0.3], [0.6, 0.6, 0.3], [-0.3, 1.4, 0.8], [0.6, 0.8, -0.6], [-0.4, -3.0, -2.0], [-0.8, 3.0, 1.9], [-0.5, -0.1, -1.1], [2.1, 1.0, -0.1], [-1.4, -4.1, 0.9], [0.7, 0.6, -0.5], [0.2, 0.1, -0.2], [0.0, 0.2, 0.5], [0.0, 0.2, 0.1], [-0.5, 0.4, 0.4], [1.9, -1.1, -0.6], [0.2, -0.5, -0.2], [0.8, 1.2, 0.4], [-2.0, 0.8, -1.7], [-2.0, -2.3, 2.7], [1.5, 0.1, -1.8], [0.0, 0.2, -0.3], [-0.2, 0.4, 0.8], [0.4, 0.9, 0.3], [0.0, -0.2, -0.1], [0.2, 0.7, 0.2], [-0.7, 0.0, 0.1], [0.1, 0.2, -0.1], [0.0, -0.4, -0.2], [0.2, -0.4, 0.1], [-0.2, -0.3, 0.1], [-0.7, 0.1, -0.5], [-0.3, 0.1, 0.1], [0.7, 0.1, -0.2], [0.4, 0.0, 0.5]], "nbo_charge": [0.839, 0.947, 0.982, 1.917, -1.121, -0.125, -0.119, -1.114, 0.207, 0.168, 0.150, 0.211, -0.103, -0.102, -0.657, 2.460, -0.781, -0.958, -0.687, 0.162, 0.243, 0.229, 0.203, -0.110, -0.105, -0.752, 2.506, -0.887, -0.834, -0.656, 0.231, 0.226, 0.192, 0.211, -0.096, -0.083, -0.683, 2.462, -0.834, -0.849, -0.718, 0.166, 0.211, 0.227, 0.192, -0.400, -0.111, 0.077, 0.216, 0.238, -0.406, 0.015, -0.008, 0.179, 0.232], "charge": 3, "s2": 0.7529, "orbital_gap_ev": [4.80, 5.11], "spin_multiplicity": 2}

***

{"formula": "C10H20Cl2FHfO9", "method": "wB97M-V/def2-TZVPD", "symbols": ["Hf", "F", "C", "O", "C", "O", "O", "C", "H", "H", "H", "H", "H", "H", "C", "O", "C", "O", "O", "C", "H", "H", "H", "H", "H", "H", "C", "O", "C", "O", "O", "C", "H", "H", "H", "H", "H", "H", "C", "Cl", "Cl", "H", "H"], "positions_angstrom": [[-2.038, -1.759, 0.505], [-0.112, 0.593, 0.914], [-4.912, 0.377, 6.857], [-4.363, -0.002, 5.597], [-3.485, 0.755, 4.879], [-3.026, 0.345, 3.819], [-3.227, 1.935, 5.456], [-2.121, 2.682, 5.006], [-5.701, 1.118, 6.729], [-4.161, 0.732, 7.562], [-5.472, -0.415, 7.354], [-1.188, 2.224, 5.331], [-2.350, 3.698, 5.328], [-2.187, 2.795, 3.924], [-3.152, -0.822, -5.315], [-1.857, -0.277, -5.383], [-1.074, -0.088, -4.352], [-1.357, -0.389, -3.191], [0.000, 0.638, -4.646], [0.474, 0.816, -6.002], [-3.118, -1.886, -5.083], [-3.581, -0.561, -6.283], [-3.754, -0.296, -4.574], [1.472, 1.248, -6.067], [-0.234, 1.504, -6.464], [0.420, -0.093, -6.602], [4.582, -5.133, -0.705], [3.309, -4.566, -0.554], [3.049, -3.242, -0.425], [1.868, -2.919, -0.342], [4.151, -2.476, -0.406], [4.094, -1.089, -0.261], [4.813, -5.437, -1.726], [4.531, -6.035, -0.094], [5.419, -4.517, -0.376], [3.585, -0.699, 0.620], [3.668, -0.705, -1.188], [5.076, -0.617, -0.224], [2.522, 4.427, 0.142], [1.921, 5.748, 1.170], [1.500, 4.291, -1.322], [3.519, 4.643, -0.242], [2.498, 3.455, 0.635]], "forces_ev_per_angstrom": [[2.2, 2.7, 0.5], [-2.1, -2.5, -0.5], [0.0, 0.5, 0.6], [0.5, -0.1, -0.7], [-0.3, 0.4, 0.9], [-0.5, 0.2, 0.9], [-1.1, -2.1, 0.2], [-0.1, 1.2, -1.3], [0.1, 0.6, -0.3], [0.1, 0.3, -0.3], [0.4, -0.7, -0.7], [-0.1, 0.4, 0.1], [0.6, -0.2, 0.7], [0.4, -0.5, -0.2], [-1.2, 0.1, 0.3], [1.7, 0.4, -0.3], [-1.1, 0.7, 0.1], [0.6, 0.0, -0.7], [0.9, -0.5, 0.5], [-0.9, 0.2, -0.6], [-0.1, 0.1, -0.3], [0.0, -0.6, 0.0], [0.1, 0.0, 0.2], [-0.1, -0.2, 0.8], [0.0, 0.2, -0.2], [0.0, -0.3, 0.3], [1.3, -0.1, 0.4], [-0.7, 1.3, 0.1], [0.2, -0.2, 0.0], [1.3, 0.4, -0.1], [-0.6, -2.2, 0.5], [-0.4, 2.2, -0.7], [-0.5, -0.1, -0.3], [0.1, -0.3, -0.1], [-0.4, 0.3, 0.1], [-0.4, -0.6, 0.0], [-0.4, 0.3, 0.2], [0.4, -0.9, 0.0], [-1.7, 1.2, -0.7], [0.8, -1.0, -0.4], [0.5, -0.2, 0.6], [0.4, 0.2, 0.2], [0.0, -0.1, 0.3]], "nbo_charge": [1.758, -0.685, -0.273, -0.395, 0.998, -0.558, -0.472, -0.266, 0.248, 0.228, 0.248, 0.209, 0.230, 0.196, -0.260, -0.468, 1.002, -0.551, -0.406, -0.267, 0.205, 0.238, 0.197, 0.235, 0.235, 0.231, -0.273, -0.373, 0.998, -0.531, -0.467, -0.268, 0.248, 0.254, 0.226, 0.206, 0.196, 0.231, -0.449, 0.271, 0.262, 0.313, 0.299], "charge": 3, "e_above_lowest_ev": 10.807, "orbital_gap_ev": 1.54}

***

{"formula": "C10H20N2NiO3Se3Te", "method": "wB97M-V/def2-TZVPD", "symbols": ["Ni", "C", "O", "C", "C", "O", "C", "C", "O", "C", "H", "H", "H", "H", "H", "H", "H", "H", "H", "H", "H", "H", "H", "H", "Se", "Se", "Te", "Se", "C", "N", "C", "C", "N", "C", "H", "H", "H", "H", "H", "H"], "positions_angstrom": [[-0.465, 0.308, -0.766], [0.664, 2.192, 1.946], [0.872, 1.084, 1.083], [2.194, 0.594, 1.140], [2.269, -0.642, 0.269], [1.689, -0.408, -1.009], [2.486, 0.393, -1.879], [1.542, 1.164, -2.777], [0.565, 1.830, -1.993], [0.968, 3.090, -1.476], [0.863, 1.905, 2.983], [-0.374, 2.496, 1.842], [1.323, 3.023, 1.672], [2.464, 0.325, 2.169], [2.893, 1.376, 0.812], [1.681, -1.441, 0.715], [3.305, -0.977, 0.166], [3.147, -0.248, -2.469], [3.104, 1.080, -1.295], [0.994, 0.487, -3.432], [2.097, 1.877, -3.393], [1.189, 3.773, -2.298], [1.850, 2.999, -0.832], [0.126, 3.465, -0.899], [-1.287, -0.808, -2.810], [-3.444, -1.127, -1.975], [-4.074, 1.270, -1.561], [-2.219, 1.884, 0.022], [-3.498, -2.909, 2.349], [-2.335, -2.556, 1.559], [-1.553, -3.419, 0.825], [-0.700, -2.639, 0.111], [-0.947, -1.318, 0.399], [-1.944, -1.308, 1.259], [-3.300, -3.824, 2.904], [-4.365, -3.054, 1.706], [-3.707, -2.108, 3.054], [-1.686, -4.486, 0.867], [0.034, -2.927, -0.621], [-2.421, -0.416, 1.633]], "forces_ev_per_angstrom": [[0.1, 0.1, 0.0], [0.0, 0.0, 0.0], [0.0, 0.0, 0.0], [0.0, 0.0, 0.0], [0.0, 0.0, 0.0], [0.0, -0.1, 0.0], [0.0, 0.0, 0.0], [0.0, 0.0, 0.0], [0.0, 0.0, 0.0], [0.0, 0.0, 0.0], [0.0, 0.0, 0.0], [0.0, 0.0, 0.0], [0.0, 0.0, 0.0], [0.0, 0.0, 0.0], [0.0, 0.0, 0.0], [0.0, 0.0, 0.0], [0.0, 0.0, 0.0], [0.0, 0.0, 0.0], [0.0, 0.0, 0.0], [0.0, 0.0, 0.0], [0.0, 0.0, 0.0], [0.0, 0.0, 0.0], [0.0, 0.0, 0.0], [0.0, 0.0, 0.0], [0.0, 0.0, 0.0], [0.0, 0.0, 0.0], [0.0, 0.0, 0.0], [-0.1, 0.0, 0.0], [0.0, 0.0, 0.0], [0.0, 0.0, 0.0], [0.0, 0.0, 0.0], [0.0, 0.0, 0.0], [0.0, 0.0, 0.0], [0.0, 0.0, 0.0], [0.0, 0.0, 0.0], [0.0, 0.0, 0.0], [0.0, 0.0, 0.0], [0.0, 0.0, 0.0], [0.0, 0.0, 0.0], [0.0, 0.0, 0.0]], "nbo_charge": [1.272, -0.250, -0.575, -0.091, -0.086, -0.571, -0.096, -0.094, -0.570, -0.255, 0.176, 0.228, 0.170, 0.189, 0.167, 0.219, 0.187, 0.196, 0.173, 0.227, 0.191, 0.182, 0.155, 0.233, -0.607, -0.207, 0.218, -0.838, -0.399, -0.332, -0.093, -0.078, -0.606, 0.220, 0.211, 0.218, 0.219, 0.222, 0.232, 0.243], "s2": 2.0068, "e_above_lowest_ev": 0.000, "orbital_gap_ev": [6.66, 6.64], "spin_multiplicity": 3}

***

{"formula": "C10H20N2O5", "method": "wB97M-V/def2-TZVPD", "symbols": ["C", "C", "C", "O", "C", "O", "O", "H", "H", "H", "H", "H", "H", "C", "N", "C", "C", "O", "H", "H", "H", "H", "H", "H", "H", "C", "N", "C", "C", "O", "H", "H", "H", "H", "H", "H", "H"], "positions_angstrom": [[-0.140, 1.153, 3.201], [0.576, 1.163, 1.835], [0.944, 2.572, 1.452], [2.344, 2.644, 1.419], [2.840, 1.434, 1.691], [4.030, 1.265, 1.936], [1.877, 0.466, 1.771], [-0.910, 1.924, 3.204], [0.525, 1.293, 4.053], [-0.849, 0.329, 3.273], [-0.119, 0.878, 1.045], [0.611, 3.250, 2.237], [0.453, 2.890, 0.532], [1.354, 0.452, -2.297], [1.621, -0.397, -3.448], [0.579, -1.276, -3.992], [2.894, -0.470, -3.846], [3.191, -1.313, -4.693], [1.046, -0.017, -1.362], [0.523, 1.074, -2.629], [2.067, 1.253, -2.099], [0.783, -1.569, -5.023], [0.529, -2.174, -3.377], [-0.406, -0.835, -3.845], [3.581, 0.260, -3.390], [-3.031, -2.447, 1.534], [-2.402, -1.190, 1.275], [-1.538, -1.240, 0.004], [-2.970, -0.074, 1.759], [-3.981, 0.002, 2.506], [-3.862, -2.408, 2.238], [-2.250, -3.031, 2.021], [-3.373, -2.985, 0.649], [-2.210, -1.207, -0.854], [-0.925, -0.378, -0.261], [-0.937, -2.149, 0.025], [-2.463, 0.856, 1.456]], "forces_ev_per_angstrom": [[-0.6, -0.5, -0.8], [-0.1, 0.3, 0.4], [-0.7, 1.4, 0.7], [0.0, -0.2, -0.5], [3.4, -0.8, 1.4], [-3.0, -0.1, -1.0], [-1.0, 1.1, 0.0], [0.4, 0.7, -0.1], [-0.1, -0.2, -0.1], [0.8, -0.8, 0.5], [0.4, -1.0, 0.2], [0.0, 0.2, -0.1], [0.5, 0.0, -0.3], [-1.8, 1.2, -0.9], [-0.1, 1.0, 1.5], [0.3, -0.1, 1.0], [-0.1, -2.2, -1.9], [0.9, 1.0, 0.5], [0.3, -0.5, -0.1], [-0.6, 0.1, 0.4], [0.8, -0.7, -0.1], [0.0, 0.3, 0.2], [0.2, -0.4, -0.1], [0.1, 0.5, -0.4], [0.0, -0.2, 0.0], [0.3, -1.4, 1.0], [0.7, 0.5, -2.0], [-1.4, 0.5, 0.7], [-2.4, 1.1, 1.4], [2.6, -0.5, -1.7], [0.1, 0.6, -0.1], [-0.2, -0.6, -0.1], [0.1, 0.3, -0.2], [-0.3, -0.8, 0.0], [0.2, 0.1, 1.1], [-0.1, 0.2, 0.0], [0.1, -0.1, -0.1]], "nbo_charge": [-0.649, 0.059, -0.096, -0.469, 0.959, -0.578, -0.486, 0.225, 0.238, 0.233, 0.185, 0.191, 0.185, -0.423, -0.426, -0.415, 0.519, -0.628, 0.186, 0.192, 0.225, 0.249, 0.195, 0.196, 0.130, -0.433, -0.429, -0.416, 0.517, -0.624, 0.251, 0.200, 0.200, 0.202, 0.206, 0.223, 0.106], "smiles": "C[C@H]1COC(=O)O1.CN(C)C=O.CN(C)C=O", "e_above_lowest_ev": 1.001, "orbital_gap_ev": 9.65}

***

no.,calculated total energy (Eh)
1,-5366.107513
2,-2136.814004
3,-9708.920360
4,-878.699059